[1]
{
  "formula": "C24H49N10O15",
  "method": "wB97M-V/def2-TZVPD",
  "elements": ["C", "C", "C", "C", "C", "C", "N", "O", "C", "C", "C", "H", "H", "H", "H", "H", "H", "H", "H", "H", "H", "H", "H", "H", "H", "H", "H", "H", "H", "N", "C", "C", "C", "C", "H", "H", "H", "H", "H", "N", "C", "C", "C", "C", "H", "H", "H", "H", "H", "C", "N", "O", "O", "H", "H", "H", "C", "N", "O", "O", "H", "H", "H", "C", "N", "O", "O", "H", "H", "H", "C", "N", "O", "O", "H", "H", "H", "C", "N", "O", "O", "H", "H", "H", "C", "N", "O", "O", "H", "H", "H", "C", "N", "O", "O", "H", "H", "H"],
  "xyz": [[-2.2057, -32.3579, 39.1117], [-2.3972, -33.0296, 40.4686], [-0.9762, -33.4145, 40.9416], [-0.2011, -32.1863, 41.5405], [-1.0366, -31.5301, 42.4992], [-2.3860, -30.8852, 41.9526], [-3.1436, -31.9550, 41.2732], [-4.4082, -31.9395, 41.3658], [-2.0346, -29.6491, 41.0624], [-3.1947, -30.2029, 43.1066], [-3.2746, -34.3023, 40.4223], [-1.5480, -31.3633, 38.9184], [-3.2305, -32.0765, 38.6836], [-2.0839, -32.8412, 38.2335], [-0.6270, -34.0087, 40.0273], [-1.0279, -34.0792, 41.8164], [0.0368, -31.6137, 40.6289], [0.5362, -32.9082, 42.0407], [-0.6459, -30.6169, 43.0367], [-1.4199, -32.0952, 43.4143], [-1.3713, -29.7098, 40.3363], [-1.4952, -28.7634, 41.4878], [-2.7469, -29.0655, 40.7152], [-3.1641, -31.0112, 43.9988], [-4.2181, -29.8045, 42.8228], [-2.3687, -29.5617, 43.4491], [-3.4920, -34.7596, 41.4435], [-2.9315, -34.9522, 39.4650], [-4.3042, -34.1041, 39.9834], [-0.0909, -34.1702, 45.7275], [1.0032, -34.4341, 44.9032], [2.2455, -34.6461, 45.7122], [1.7673, -34.4631, 47.2054], [0.2944, -34.1232, 47.1061], [-1.0611, -33.9832, 45.2333], [0.9721, -34.5949, 43.7190], [3.1991, -35.0020, 45.1713], [2.5167, -34.4851, 48.0061], [-0.5340, -33.8854, 47.8548], [-7.6920, -27.6884, 45.4778], [-8.3432, -27.5642, 44.2175], [-7.2495, -27.5435, 43.2642], [-5.8697, -27.4576, 44.0479], [-6.3469, -27.4446, 45.4504], [-8.1895, -27.9563, 46.0897], [-9.3163, -27.6374, 44.1841], [-7.3483, -27.6785, 42.1132], [-4.8782, -27.6572, 43.6237], [-5.6152, -27.9104, 46.2242], [-3.7781, -25.9037, 40.0872], [-4.2561, -24.9603, 41.1095], [-5.0980, -24.1303, 40.8317], [-3.9438, -25.1803, 42.2488], [-3.0997, -25.3255, 39.4245], [-4.5396, -26.1058, 39.3409], [-3.3078, -26.6650, 40.3858], [-1.2780, -27.8881, 36.3451], [-2.2639, -27.3506, 37.2618], [-2.1445, -27.6797, 38.5003], [-3.2239, -26.8005, 36.8193], [-1.7227, -28.1524, 35.5770], [-0.4020, -28.4994, 36.7045], [-0.7554, -27.0341, 36.2664], [-1.2610, -28.4537, 47.1666], [-2.5213, -29.0999, 47.4022], [-3.2381, -29.4036, 46.3966], [-2.6916, -29.4358, 48.5306], [-0.5401, -28.8828, 47.6815], [-1.5186, -27.5716, 47.5075], [-0.8857, -28.5631, 46.2338], [-5.7331, -29.7883, 37.7130], [-5.8477, -29.5676, 39.2027], [-5.1848, -28.6885, 39.7721], [-6.7259, -30.1079, 39.6924], [-5.9762, -30.8480, 37.3391], [-4.6894, -29.7595, 37.4383], [-6.5056, -28.9828, 37.2693], [-5.0999, -34.2318, 44.5668], [-3.6810, -34.2244, 44.4257], [-3.1299, -33.1377, 44.7294], [-3.0751, -35.0673, 43.8329], [-5.1809, -33.8931, 45.4101], [-5.5948, -35.1079, 44.4559], [-5.4740, -33.3977, 44.0202], [1.2722, -27.0550, 40.3227], [1.2683, -28.5430, 40.0697], [1.6640, -29.2127, 40.9909], [0.6556, -28.9252, 39.0565], [2.1665, -26.6131, 40.9039], [0.2809, -26.8167, 40.4705], [1.5619, -26.2766, 39.3758], [-7.6214, -37.1551, 39.9974], [-6.7394, -37.0770, 41.2754], [-5.9974, -36.1087, 41.1813], [-6.5486, -38.0398, 42.0158], [-7.6812, -36.1236, 39.9058], [-8.4242, -37.6920, 40.1843], [-7.2989, -37.6080, 38.9574]],
  "de_lowest_kcal_mol": 103.3,
  "orbital_gap_ev": 3.829,
  "charge": 1,
  "homo_energy_ha": -0.3547,
  "spin_multiplicity": 1
}



[2]
{
  "formula": "C21H27N3O5S",
  "method": "wB97M-V/def2-TZVPD",
  "elements": ["O", "C", "N", "C", "C", "C", "C", "C", "C", "C", "C", "C", "C", "O", "N", "C", "C", "C", "C", "S", "O", "O", "N", "C", "C", "O", "C", "C", "C", "C", "H", "H", "H", "H", "H", "H", "H", "H", "H", "H", "H", "H", "H", "H", "H", "H", "H", "H", "H", "H", "H", "H", "H", "H", "H", "H", "H"],
  "xyz": [[1.4403, -0.2326, -1.2665], [1.2656, -1.4252, -1.1193], [1.0420, -2.2998, -2.1180], [0.9721, -1.9298, -3.5312], [2.3484, -1.4377, -3.9875], [2.4069, -0.9875, -5.4458], [1.7026, 0.3502, -5.6787], [0.2153, 0.2378, -6.0227], [-0.5613, -0.8135, -5.2251], [-0.1601, -0.9199, -3.7538], [1.2940, -2.0717, 0.2418], [2.0909, -3.1380, 0.4772], [2.1986, -3.7612, 1.7866], [2.8830, -4.7271, 2.0537], [1.4266, -3.1584, 2.7649], [0.6080, -2.0821, 2.5866], [-0.1302, -1.5601, 3.6556], [-0.9591, -0.4792, 3.4559], [-1.0572, 0.0865, 2.1908], [-2.1438, 1.4783, 1.8966], [-3.0811, 1.1233, 0.8722], [-2.6579, 1.9224, 3.1643], [-1.0459, 2.5540, 1.2372], [-1.5158, 3.3860, 0.1470], [-2.2363, 4.6221, 0.6896], [-1.4087, 5.3390, 1.5801], [-1.0286, 4.5399, 2.6796], [-0.2723, 3.2902, 2.2161], [-0.3442, -0.4048, 1.1262], [0.5099, -1.4974, 1.3040], [0.9039, -3.2678, -1.8784], [0.7245, -2.8502, -4.0728], [3.0632, -2.2510, -3.8331], [2.6451, -0.6071, -3.3459], [3.4609, -0.8772, -5.7101], [1.9870, -1.7554, -6.0975], [2.1930, 0.8785, -6.4994], [1.8276, 0.9643, -4.7858], [0.1078, 0.0022, -7.0842], [-0.2404, 1.2173, -5.8628], [-1.6223, -0.5635, -5.2874], [-0.4407, -1.7931, -5.6933], [-1.0207, -1.2645, -3.1742], [0.1324, 0.0520, -3.3611], [2.7093, -3.5692, -0.2958], [1.4914, -3.5700, 3.6893], [-0.0435, -2.0149, 4.6312], [-1.5422, -0.0543, 4.2575], [-2.1912, 2.7793, -0.4548], [-0.6456, 3.6809, -0.4474], [-2.4890, 5.3150, -0.1147], [-3.1544, 4.3004, 1.2048], [-0.3947, 5.1687, 3.3070], [-1.9173, 4.2247, 3.2443], [-0.0816, 2.6263, 3.0596], [0.6768, 3.5720, 1.7492], [-0.4379, 0.0697, 0.1640]],
  "de_lowest_kcal_mol": 19.7,
  "smiles": "O=C(NC1CCCCCC1)c1cc(=O)[nH]c2ccc(S(=O)(=O)N3CCOCC3)cc12",
  "orbital_gap_ev": 8.549,
  "charge": 0,
  "homo_energy_ha": -0.3269,
  "spin_multiplicity": 1
}



[3]
{
  "formula": "C25H24BClF4N3O10V",
  "method": "wB97M-V/def2-TZVPD",
  "elements": ["V", "O", "C", "O", "C", "C", "C", "C", "C", "N", "C", "O", "O", "H", "H", "H", "H", "H", "C", "C", "N", "C", "C", "C", "C", "N", "C", "C", "F", "C", "F", "C", "C", "F", "C", "F", "H", "H", "H", "H", "H", "H", "H", "H", "H", "H", "H", "H", "H", "H", "H", "O", "B", "O", "C", "C", "C", "C", "C", "C", "H", "H", "H", "H", "O", "Cl", "O", "O", "O"],
  "xyz": [[0.8810, -0.1472, -0.2561], [0.6811, -0.3950, -4.0331], [-0.2309, -0.2760, -3.0687], [0.0975, -0.5466, -1.8549], [-1.5412, 0.1879, -3.3798], [-1.9351, 0.4774, -4.7044], [-3.1913, 0.9973, -4.9025], [-4.0322, 1.2386, -3.8129], [-3.5591, 0.9122, -2.5427], [-2.3657, 0.3888, -2.3351], [-4.3978, 1.1093, -1.2795], [-5.4896, 2.0032, -1.5308], [-2.7103, 0.9541, 0.4262], [1.5795, -0.2684, -3.6441], [-1.2560, 0.3057, -5.5267], [-3.5245, 1.2397, -5.9047], [-4.9953, 1.7031, -3.9659], [-6.0802, 1.5804, -2.1617], [-3.1542, 1.2222, 3.2548], [-2.3584, 2.1998, 2.4111], [-1.7458, 1.5461, 1.2716], [-3.6027, 1.8578, -0.2032], [-4.9181, -0.2425, -0.7582], [-0.8082, 2.3864, 0.5380], [0.5890, 2.3732, 1.1628], [1.0798, 1.0060, 1.3269], [1.9797, 0.7803, 2.3511], [1.8491, -0.3593, 3.1569], [0.8063, -1.1795, 2.9819], [2.7719, -0.6584, 4.1397], [2.6063, -1.7815, 4.8652], [3.8381, 0.1744, 4.4147], [3.9532, 1.3238, 3.6584], [4.9723, 2.1722, 3.8906], [3.0588, 1.6249, 2.6492], [3.2516, 2.7460, 1.9417], [-3.4495, 1.6836, 4.1988], [-4.0578, 0.9011, 2.7356], [-2.5552, 0.3366, 3.4657], [-2.9878, 3.0539, 2.1090], [-1.5330, 2.6192, 2.9900], [-4.3300, 2.2565, 0.5130], [-3.0689, 2.6909, -0.6693], [-4.7759, -0.3354, 0.3175], [-5.9853, -0.3232, -0.9727], [-4.4008, -1.0775, -1.2275], [-0.7694, 2.0239, -0.4948], [-1.1389, 3.4369, 0.4827], [1.2391, 2.9622, 0.5088], [0.5646, 2.8787, 2.1353], [4.5537, -0.0638, 5.1870], [2.3744, -2.7263, 1.1700], [1.9774, -2.0297, 0.0127], [2.4254, -2.7459, -1.1136], [3.0884, -3.8420, -0.6409], [3.7139, -4.8469, -1.3463], [4.3198, -5.8548, -0.5971], [4.2906, -5.8411, 0.7935], [3.6529, -4.8197, 1.4965], [3.0582, -3.8295, 0.7462], [3.7309, -4.8401, -2.4275], [4.8256, -6.6624, -1.1110], [4.7747, -6.6394, 1.3416], [3.6255, -4.7966, 2.5775], [3.0794, 0.3536, -2.9457], [2.9696, 1.5713, -2.1537], [3.5873, 2.6568, -2.8372], [3.5626, 1.3446, -0.8641], [1.5398, 1.8483, -1.9561]],
  "de_lowest_kcal_mol": 125.8,
  "orbital_gap_ev": [5.465, 7.604],
  "charge": -1,
  "homo_energy_ha": [-0.1345, -0.2010],
  "spin_multiplicity": 4
}